Record 1
Below is a molecular structure, C32H41N5O2SSiV, with properties calculated with the ωB97M-V functional and the def2-TZVPD basis.

```
! wB97M-V def2-TZVPD RIJCOSX def2/J DEFGRID3
* xyz 0 4
V 0.445 0.358 0.238
C -1.883 -0.320 -1.887
N -0.422 -0.345 -1.801
C 0.297 0.292 -2.897
C 0.700 1.673 -2.485
N 0.600 2.126 -1.266
C 1.031 3.458 -1.329
C 1.114 4.439 -0.344
C 1.582 5.681 -0.722
C 1.960 5.962 -2.043
C 1.875 5.003 -3.033
C 1.403 3.757 -2.642
N 1.175 2.592 -3.363
C -2.453 0.205 -0.600
N -1.687 0.452 0.429
C -2.529 0.904 1.439
C -2.229 1.290 2.742
C -3.288 1.692 3.532
C -4.604 1.712 3.045
C -4.910 1.328 1.753
C -3.841 0.920 0.964
N -3.762 0.479 -0.353
H -2.201 0.316 -2.718
H -2.278 -1.322 -2.081
H -0.071 -1.281 -1.621
H 1.168 -0.315 -3.160
H -0.317 0.371 -3.802
H 0.832 4.216 0.674
H 1.663 6.460 0.025
H 2.324 6.950 -2.291
H 2.159 5.213 -4.056
H 1.333 2.445 -4.344
H -1.207 1.273 3.098
H -3.101 1.998 4.552
H -5.400 2.035 3.702
H -5.927 1.342 1.386
H -4.531 0.310 -0.976
C 1.585 -2.959 -1.175
Si 1.095 -2.180 0.535
C 2.687 -2.535 1.586
C 2.385 -2.293 3.067
C 3.308 -3.926 1.447
C 3.749 -1.526 1.125
C -0.380 -3.314 1.136
C -1.032 -2.718 2.389
C -1.457 -3.302 0.046
C -0.018 -4.773 1.417
H 1.990 -3.968 -1.062
H 2.362 -2.357 -1.655
H 0.769 -3.062 -1.902
H 1.765 -3.092 3.481
H 1.862 -1.348 3.233
H 3.313 -2.274 3.653
H 2.644 -4.728 1.772
H 4.214 -3.987 2.062
H 3.611 -4.142 0.420
H 3.406 -0.496 1.218
H 4.040 -1.690 0.084
H 4.659 -1.635 1.731
H -1.324 -1.676 2.232
H -0.371 -2.739 3.255
H -1.935 -3.283 2.654
H -1.807 -2.283 -0.135
H -2.332 -3.880 0.370
H -1.117 -3.736 -0.898
H 0.620 -4.866 2.298
H 0.500 -5.244 0.578
H -0.924 -5.359 1.616
O 4.104 1.020 8.066
C 2.850 1.383 7.703
O 2.044 1.657 8.549
C 2.559 1.426 6.240
C 3.355 0.813 5.275
C 3.027 0.889 3.933
C 1.888 1.581 3.520
S 1.472 1.760 1.815
C 1.097 2.201 4.490
C 1.421 2.118 5.831
H 4.654 0.924 7.281
H 4.230 0.230 5.545
H 3.655 0.412 3.197
H 0.218 2.752 4.179
H 0.802 2.589 6.582
*
```

max |F|	0.67	eV/A
HOMO level (alpha / beta)	-6.54 / -6.76	eV
frontier orbital gap (alpha / beta)	6.372 / 6.591	eV


Record 2
Below is a molecular structure, C32H41N7O2V, with properties calculated with the ωB97M-V functional and the def2-TZVPD basis.

```
! wB97M-V def2-TZVPD RIJCOSX def2/J DEFGRID3
* xyz 1 1
O 0.178 -0.533 0.124
V -0.863 0.658 0.555
O -0.542 1.076 2.052
N 3.590 0.698 2.608
C 4.873 0.316 2.552
C 5.386 -0.607 3.439
C 4.597 -1.171 4.428
C 3.271 -0.773 4.504
C 2.832 0.168 3.570
H 5.489 0.752 1.775
H 6.425 -0.905 3.346
H 5.038 -1.859 5.136
H 2.591 -1.084 5.284
H 1.794 0.480 3.521
N -1.969 0.465 -1.476
C -3.292 0.581 -1.668
C -3.945 0.368 -2.860
C -3.192 0.089 -3.998
C -1.825 0.001 -3.824
C -1.252 0.170 -2.580
H -3.906 0.751 -0.792
H -5.025 0.393 -2.872
H -3.695 -0.060 -4.943
H -1.155 -0.205 -4.650
H -0.183 0.187 -2.409
N -2.529 -0.729 1.231
C -3.481 -0.423 2.140
C -4.200 -1.376 2.824
C -3.954 -2.720 2.544
C -2.989 -3.046 1.634
C -2.305 -2.032 0.979
H -3.591 0.642 2.296
H -4.955 -1.097 3.544
H -4.525 -3.476 3.068
H -2.699 -4.066 1.421
H -1.575 -2.243 0.213
N 0.476 2.262 -0.237
C 0.041 3.329 -0.935
C 0.857 4.328 -1.409
C 2.200 4.315 -1.046
C 2.665 3.277 -0.257
C 1.789 2.256 0.069
H -1.035 3.337 -1.065
H 0.455 5.212 -1.883
H 2.843 5.128 -1.354
H 3.675 3.232 0.122
H 2.114 1.410 0.663
C -2.981 6.148 -0.266
C -4.332 5.545 0.083
C -4.303 4.484 1.186
C -3.408 3.359 0.885
N -2.696 2.502 0.617
H -3.049 6.990 -0.952
H -2.288 5.396 -0.638
H -2.558 6.594 0.641
H -4.808 5.138 -0.815
H -5.070 6.281 0.409
H -5.314 4.106 1.332
H -3.932 4.894 2.127
C 1.577 -5.378 -3.426
C 1.482 -4.253 -2.399
C 0.149 -3.479 -2.311
C -0.818 -4.328 -1.601
N -1.593 -4.965 -1.044
H 2.447 -6.002 -3.229
H 1.696 -4.952 -4.422
H 0.693 -6.016 -3.382
H 2.230 -3.495 -2.655
H 1.733 -4.600 -1.396
H -0.242 -3.176 -3.282
H 0.256 -2.596 -1.679
C 3.195 -1.131 -0.860
C 4.122 -2.224 -0.364
C 3.674 -2.820 0.968
C 2.231 -3.080 1.130
N 1.123 -3.322 1.293
H 3.254 -0.304 -0.138
H 2.141 -1.378 -0.966
H 3.509 -0.652 -1.792
H 5.142 -1.859 -0.259
H 4.156 -3.005 -1.132
H 3.907 -2.130 1.783
H 4.178 -3.765 1.174
*
```

max |F|	2.85	eV/A
HOMO level	-11.64	eV
frontier orbital gap	8.900	eV


Record 3
Below is a single C32H41NO6 molecule, with properties calculated with the ωB97M-V functional and the def2-TZVPD basis.

```
! wB97M-V def2-TZVPD RIJCOSX def2/J DEFGRID3
* xyz 0 1
C -1.265 6.371 1.156
C -2.504 5.734 0.561
O -2.309 4.356 0.301
C -2.130 4.062 -1.071
C -1.712 2.628 -1.226
C -2.279 1.852 -2.238
O -3.215 2.449 -3.057
C -2.007 0.486 -2.389
C -2.755 -0.291 -3.444
C -4.113 -0.839 -2.904
C -4.236 -2.378 -2.929
C -4.344 -3.027 -1.545
N -3.647 -4.321 -1.519
C -1.122 -0.136 -1.503
C -0.831 -1.610 -1.632
C 0.308 -1.861 -2.617
O 0.957 -3.066 -2.192
C 2.121 -3.360 -2.802
O 2.467 -2.848 -3.839
C 2.927 -4.397 -2.056
C 2.818 -4.347 -0.518
C -0.528 0.639 -0.504
C -0.806 2.000 -0.386
C -0.022 2.732 0.652
O 0.435 3.839 0.476
C 0.244 1.983 1.920
C 0.281 2.822 3.169
C 1.699 3.339 3.508
C 0.481 0.666 1.833
C 0.781 -0.243 2.994
C 2.089 -1.000 2.890
C 2.100 -2.381 2.746
C 3.301 -3.073 2.663
C 4.506 -2.387 2.721
C 4.518 -1.002 2.869
C 5.824 -0.251 2.945
C 3.306 -0.326 2.956
C 0.460 0.065 0.460
O 1.221 -0.824 0.140
H -1.430 7.440 1.303
H -1.039 5.941 2.132
H -0.396 6.243 0.512
H -3.352 5.846 1.240
H -2.780 6.256 -0.362
H -3.075 4.215 -1.592
H -1.381 4.724 -1.523
H -2.910 2.430 -3.970
H -2.159 -1.135 -3.780
H -2.956 0.350 -4.297
H -4.240 -0.487 -1.881
H -4.912 -0.416 -3.509
H -5.133 -2.636 -3.493
H -3.411 -2.837 -3.478
H -3.973 -2.339 -0.775
H -5.389 -3.234 -1.309
H -3.575 -4.660 -0.567
H -2.694 -4.207 -1.847
H -1.730 -2.130 -1.958
H -0.496 -2.017 -0.684
H -0.045 -1.962 -3.644
H 1.029 -1.044 -2.591
H 3.953 -4.221 -2.376
H 2.654 -5.376 -2.452
H 3.807 -4.216 -0.083
H 2.431 -5.287 -0.127
H 2.175 -3.536 -0.191
H -0.143 2.252 3.993
H -0.376 3.674 2.998
H 2.453 2.796 2.945
H 1.899 3.233 4.574
H 1.778 4.396 3.264
H -0.026 -0.979 3.066
H 0.772 0.320 3.927
H 1.162 -2.921 2.699
H 3.276 -4.150 2.558
H 5.434 -2.941 2.658
H 6.503 -0.764 3.627
H 5.662 0.745 3.354
H 6.298 -0.172 1.969
H 3.316 0.751 3.080
*
```

SMILES string	CCOCc1c(O)c(CCCCN)c(CCOC(=O)CC)c2c1C(=O)C(CC)=C(Cc1cccc(C)c1)C2=O
max |F|	0.55	eV/A
HOMO level	-8.73	eV
frontier orbital gap	8.273	eV


Record 4
Below is a molecular structure, C32H42Br2N2O6ReSi3, with properties calculated with the ωB97M-V functional and the def2-TZVPD basis.

```
! wB97M-V def2-TZVPD RIJCOSX def2/J DEFGRID3
* xyz 0 4
Re -0.096 -0.311 -0.844
O 0.361 0.406 -4.915
C 0.683 0.350 -3.753
O 0.063 -0.398 -2.878
C 1.879 1.133 -3.237
C 1.520 2.560 -2.818
C 2.763 3.371 -2.427
C 2.959 3.000 -0.944
C 1.738 2.124 -0.645
O 0.779 2.501 -1.591
C 2.634 0.433 -2.109
C 2.055 -2.145 -1.805
O 2.210 -3.275 -2.191
O 1.202 -1.841 -0.841
H 2.562 1.215 -4.087
H 0.882 3.035 -3.562
H 2.560 4.434 -2.537
H 3.625 3.124 -3.047
H 2.918 3.878 -0.301
H 3.896 2.486 -0.734
H 1.342 2.259 0.352
H 3.600 0.938 -2.037
C -0.897 -3.691 -1.602
C -2.047 -2.743 -1.556
C -3.329 -3.268 -1.845
C -4.419 -2.469 -1.967
C -4.258 -1.074 -1.854
C -5.263 -0.111 -2.122
Br -7.027 -0.666 -2.517
C -4.960 1.220 -2.149
C -3.656 1.659 -1.861
Br -3.245 3.479 -2.102
C -2.675 0.769 -1.478
O -1.458 1.110 -1.142
C -2.977 -0.613 -1.523
N -1.897 -1.445 -1.309
H -1.277 -4.707 -1.683
H -0.242 -3.616 -0.742
H -0.281 -3.481 -2.475
H -3.411 -4.336 -1.988
H -5.390 -2.882 -2.198
H -5.714 1.949 -2.408
C 0.360 3.277 1.874
Si -0.788 1.764 2.046
C -1.108 1.818 3.909
C -2.357 2.455 1.301
C -0.159 0.042 1.387
Si -1.233 -1.251 2.333
C -0.826 -1.468 4.172
C -3.070 -0.869 2.197
C -1.134 -3.046 1.786
Si 1.628 -0.272 1.896
C 2.242 0.617 3.427
C 2.085 -2.078 2.168
C 2.692 0.159 0.361
C 3.935 -0.342 0.336
C 4.810 -0.855 -0.725
C 4.380 -1.289 -1.906
C 2.967 -1.042 -2.372
N 1.959 0.651 -0.803
H -0.034 3.987 2.603
H 0.268 3.746 0.894
H 1.417 3.148 2.099
H -1.390 2.853 4.106
H -0.230 1.600 4.513
H -1.929 1.199 4.254
H -2.659 3.286 1.942
H -3.190 1.764 1.241
H -2.167 2.851 0.312
H -0.892 -0.586 4.795
H 0.159 -1.901 4.321
H -1.542 -2.196 4.559
H -3.387 -0.040 2.824
H -3.627 -1.753 2.513
H -3.371 -0.641 1.175
H -0.137 -3.472 1.831
H -1.558 -3.253 0.813
H -1.751 -3.581 2.513
H 1.700 0.257 4.300
H 2.150 1.699 3.396
H 3.296 0.374 3.578
H 1.601 -2.530 3.027
H 3.159 -2.140 2.343
H 1.866 -2.668 1.283
H 4.317 -0.593 1.320
H 5.838 -1.043 -0.440
H 5.056 -1.802 -2.576
H 2.942 -1.198 -3.454
*
```

max |F|	0.46	eV/A
HOMO level (alpha / beta)	-7.90 / -8.27	eV
frontier orbital gap (alpha / beta)	7.322 / 7.039	eV


Record 5
Below is a molecular structure, C32H42Cl4N3O3S2SiTi, with properties calculated with the ωB97M-V functional and the def2-TZVPD basis.

```
! wB97M-V def2-TZVPD RIJCOSX def2/J DEFGRID3
* xyz -1 1
Ti -0.426 0.809 0.046
O 5.488 0.541 -0.726
C 5.015 0.784 0.508
C 5.946 0.990 1.526
C 5.528 1.277 2.810
C 4.171 1.368 3.111
C 3.245 1.145 2.111
C 3.642 0.834 0.809
C 2.607 0.577 -0.212
O 1.390 0.374 0.209
N 2.966 0.568 -1.459
N 1.953 0.274 -2.358
C 2.251 0.605 -3.546
S 1.180 0.198 -4.879
C 1.893 1.427 -5.995
C 3.396 1.411 -5.784
S 3.719 1.486 -4.002
H 4.707 0.502 -1.331
H 6.997 0.930 1.273
H 6.267 1.441 3.586
H 3.842 1.611 4.112
H 2.186 1.227 2.317
H 1.475 2.409 -5.773
H 1.624 1.145 -7.012
H 3.874 2.277 -6.242
H 3.833 0.502 -6.196
Cl 0.111 2.769 1.201
C -3.160 3.611 -0.090
Cl -2.812 1.795 0.254
H -2.973 3.663 -1.173
H -2.308 4.095 0.405
Cl -2.359 -2.228 -3.406
C -2.064 -0.532 -3.573
C -2.402 0.079 -4.796
C -2.155 1.401 -5.010
Cl -2.559 2.111 -6.550
C -1.559 2.199 -4.005
C -1.245 3.572 -4.115
C -0.670 4.210 -3.056
C -0.396 3.494 -1.873
N -0.648 2.212 -1.760
C -1.235 1.566 -2.796
C -1.486 0.186 -2.550
O -1.131 -0.286 -1.376
H -2.852 -0.524 -5.572
H -1.476 4.101 -5.030
H -0.434 5.264 -3.097
H 0.044 3.976 -1.012
C 0.686 -2.807 0.221
C 0.271 -2.520 1.676
C -0.090 -3.868 2.327
C 1.528 -2.024 2.402
Si -1.173 -1.184 1.774
C -2.853 -2.082 1.298
C -3.438 -2.925 2.443
C -3.943 -1.095 0.865
C -2.659 -3.013 0.092
C -1.292 -0.493 3.600
C -1.279 -1.581 4.685
C -2.588 0.318 3.752
C -0.141 0.468 3.931
H 1.524 -3.516 0.229
H 1.020 -1.911 -0.303
H -0.112 -3.251 -0.367
H 0.796 -4.516 2.300
H -0.885 -4.395 1.805
H -0.384 -3.764 3.371
H 2.354 -2.719 2.203
H 1.390 -1.992 3.484
H 1.844 -1.039 2.068
H -3.794 -2.307 3.267
H -2.735 -3.655 2.844
H -4.304 -3.478 2.058
H -4.140 -0.309 1.592
H -4.877 -1.652 0.709
H -3.687 -0.615 -0.078
H -2.082 -3.905 0.328
H -2.179 -2.496 -0.736
H -3.645 -3.348 -0.254
H -2.056 -2.333 4.555
H -1.442 -1.105 5.660
H -0.318 -2.093 4.736
H -3.480 -0.303 3.670
H -2.661 1.116 3.010
H -2.604 0.783 4.745
H 0.837 -0.010 3.883
H -0.275 0.835 4.957
H -0.132 1.335 3.275
*
```

max |F|	0.49	eV/A
HOMO level	-3.74	eV
frontier orbital gap	5.509	eV